Entry 1:
Computed, not measured: a structure of composition C26H48BClNPY, with ωB97M-V/def2-TZVPD.

The geometry in XYZ format:
```
79
Properties=species:S:1:pos:R:3:forces:R:3:mulliken_charge:R:1
Y -0.55077 1.03612 3.27155 -0.62 1.81 -2.22 -0.2174
Cl -2.60924 1.02557 1.86795 -1.03 -0.06 -0.37 -0.5499
P -0.23912 0.32543 -0.60879 0.17 -0.19 0.59 0.1848
N 1.54889 0.80094 2.48519 3.10 0.47 0.93 -0.0459
C -0.45068 -1.30605 4.16622 -1.69 1.57 3.04 0.4693
C 2.28082 -1.73897 -3.37609 -0.09 0.01 0.04 -1.0086
C 2.56474 1.12138 3.00535 -2.90 -0.70 -1.45 -0.0794
C 1.17005 -0.60582 -1.42268 -0.50 0.16 -0.01 0.1007
C -2.24897 0.15836 -2.71579 -0.07 -0.31 -0.18 -0.3794
C 0.27603 -2.16962 3.53025 3.14 -0.29 -0.78 -0.4471
C -1.82490 -0.37792 -1.34518 0.28 0.52 0.21 0.5917
C -0.10740 -3.54235 3.09825 -1.34 -0.05 0.06 -0.5447
C 3.65417 -1.25146 -2.89393 -0.06 0.10 -0.02 -0.7082
C -1.92457 -1.56435 4.47955 0.22 -0.16 -0.48 -0.4572
C 0.94519 4.78215 -1.90238 0.08 -0.14 -0.01 -0.7059
C -1.56961 -3.90447 3.53608 0.11 -0.14 -0.95 -0.5970
C -3.70204 -1.93716 -3.03736 0.14 0.04 -0.04 -0.6817
C -3.20879 -2.47905 -1.69095 0.02 0.16 0.11 -0.8001
C 0.38305 2.38349 -2.56702 -0.10 0.36 -0.13 -0.5937
C 1.12669 -0.82530 -2.93692 0.35 -0.01 -0.12 -0.2477
C -1.83766 -1.91675 -1.28904 0.02 0.14 -0.12 -0.6318
C -2.15206 -3.06890 4.70386 0.46 -0.34 -0.55 -0.8919
C -3.61584 -0.40902 -3.13066 0.01 0.13 0.13 -1.0333
C -0.16016 2.12519 -1.16164 -0.23 -0.61 0.07 -0.1081
C 0.25497 3.87125 -2.92389 0.02 -0.07 0.05 -1.0385
C 2.51627 -0.00538 -0.97927 0.03 -0.11 -0.05 -0.3363
C -0.49764 2.88460 4.30486 0.36 -1.05 3.55 -0.6718
C 3.68090 -0.91370 -1.39730 -0.16 0.04 0.02 -0.7498
C 0.54226 4.46830 -0.45602 -0.16 -0.06 0.02 -0.8807
C 0.59613 2.97089 -0.11548 0.03 -0.03 0.00 0.2489
B 3.78765 1.56466 3.78444 1.27 0.49 1.00 0.2692
H -3.15622 -3.57334 -1.72560 -0.08 0.08 0.02 0.3760
H 4.40435 -2.02221 -3.10653 -0.03 0.12 -0.03 0.3839
H 1.64712 2.64422 -0.06903 -0.20 0.02 -0.02 0.2213
H -3.93582 -2.21248 -0.91137 0.09 -0.03 -0.08 0.3471
H -1.58051 -2.26242 -0.27682 -0.03 0.14 -0.15 -0.0560
H -1.06674 -2.32164 -1.96191 -0.15 0.04 0.08 0.2034
H 1.28934 -1.79746 3.28101 -0.40 -0.62 0.14 0.3567
H 2.64811 0.98359 -1.44535 -0.02 -0.23 0.10 0.1351
H -2.41842 -1.23034 3.53986 -0.46 -0.19 0.73 0.2670
H -2.30798 1.25659 -2.69613 0.03 -0.29 0.01 0.2475
H -1.66323 -3.38954 5.64493 -0.29 0.25 -0.33 0.3412
H 4.76936 1.74952 3.09335 -0.18 -0.10 -0.19 -0.1584
H 3.94436 -0.36228 -3.47040 -0.07 -0.04 0.06 0.3276
H 0.16961 -1.27011 -3.24181 0.30 0.10 0.07 0.0520
H 4.01777 0.69559 4.60783 -0.04 -0.08 -0.09 -0.1262
H -0.15297 1.78296 -3.31602 0.15 0.17 0.22 0.1454
H 3.62165 -1.84582 -0.81866 0.03 0.10 -0.03 0.3195
H -1.60593 -4.98940 3.77138 -0.11 0.63 -0.09 0.3196
H -0.48314 4.82580 -0.28889 0.10 -0.05 0.01 0.3557
H -3.11480 -2.38684 -3.84917 0.03 0.05 0.07 0.3044
H -2.31159 -0.99949 5.34231 0.26 0.03 -0.43 0.3794
H -4.74117 -2.24815 -3.19556 0.11 -0.02 -0.04 0.3430
H 1.44271 2.09176 -2.61633 -0.24 0.11 0.01 0.1790
H -2.16611 -3.75461 2.60759 -0.09 -0.08 0.79 0.1920
H 0.18339 2.80730 0.89717 0.12 0.12 -0.44 -0.2488
H 0.67287 4.03930 -3.92422 -0.09 0.08 0.08 0.3893
H 0.70514 5.82670 -2.13052 0.08 -0.06 0.03 0.4010
H -3.22516 -3.28818 4.75968 0.20 0.07 0.19 0.3678
H -1.33420 2.90346 5.10944 0.43 0.57 -1.18 0.1280
H -1.49455 -0.10694 -3.47301 -0.22 0.06 0.12 0.0832
H 0.54911 -4.34825 3.41340 0.55 0.37 0.46 0.4077
H 4.62837 -0.42603 -1.13890 -0.07 -0.16 -0.02 0.4009
H -1.22878 2.41296 -1.13320 0.27 0.08 0.02 0.7083
H 2.09768 -2.74355 -2.96881 0.02 0.06 -0.07 0.3698
H 1.20824 0.13960 -3.45610 0.02 -0.26 0.09 0.0537
H -2.55198 -0.00808 -0.59641 0.12 -0.19 -0.27 0.3233
H -0.81281 4.12644 -2.96686 0.08 -0.02 -0.03 0.3648
H -4.37747 0.02848 -2.47006 0.06 -0.05 -0.09 0.3932
H 3.50450 2.59179 4.38655 -0.10 -0.22 -0.25 -0.0787
H 1.18947 5.01993 0.23615 -0.16 -0.06 -0.07 0.3928
H 2.03367 4.68319 -2.00838 -0.07 -0.06 0.01 0.3063
H 1.06527 -1.60012 -0.94266 0.15 0.24 -0.11 0.4787
H 2.52471 0.15758 0.10895 -0.03 -0.06 -0.29 -0.3495
H -0.02706 -0.32997 4.65054 0.08 -2.67 -0.02 0.2589
H 2.27437 -1.82114 -4.47032 0.07 -0.11 0.13 0.3909
H 0.40287 2.72762 5.07869 -0.82 0.54 -1.50 0.0139
H -0.02164 -3.57508 2.00965 -0.19 0.01 -0.10 0.1445
H -3.84409 -0.08299 -4.15258 -0.09 -0.05 0.12 0.3853
```
Positions in Å, forces in eV/Å.

Output
electronic energy: -1938.9690 Eh
HOMO level (alpha / beta): -2.408 / -2.409 eV
energy above the lowest of the compared OMol25 structures with the same formula, charge and spin: 32.2 kcal per mole
Kohn-Sham gap (alpha / beta): 4.80 / 4.80 eV
E_LUMO (alpha / beta): 2.3947 / 2.3947 eV
total charge: -1

Entry 2:
Computed, not measured: a structure of composition C13H29BaN7O10, with ωB97M-V/def2-TZVPD.

The geometry in XYZ format:
```
60
Properties=species:S:1:pos:R:3:forces:R:3:mulliken_charge:R:1
Ba -0.08208 -0.68697 -0.15510 1.98 0.04 0.30 1.3969
O 6.77972 -2.45548 -2.40938 -1.54 1.24 0.32 -0.6655
O 2.78896 -0.34944 0.51459 -1.21 -1.08 -2.08 -0.7318
O -1.55796 -0.13764 -2.50788 -1.13 1.61 0.05 -0.1742
O -0.32946 1.23362 1.81706 0.33 0.41 0.51 -0.2587
O 1.20184 -3.19739 0.60957 -0.52 0.14 0.03 -0.3657
O 0.38337 1.72063 -0.97948 -1.80 -1.24 1.25 -0.1054
O 2.28766 -1.47666 -2.30428 -2.04 0.56 1.99 -0.7169
O -1.29576 -2.87052 -1.59563 0.05 0.17 0.11 -0.4128
O 7.04857 -2.16043 0.19372 -2.63 1.28 -0.33 -0.7190
O -1.30328 -1.65755 2.26181 0.18 -0.84 -1.05 -0.7103
N 0.46437 2.25644 3.66281 4.47 0.00 1.80 -0.4963
N 1.96283 2.65245 -2.11021 2.90 -0.32 -1.89 -0.4756
N -2.74178 0.71340 0.20484 0.20 -0.54 0.00 -0.1089
N 0.45971 3.91575 -1.15510 -2.61 4.21 1.39 -0.4409
N -2.29545 -0.65222 3.92869 -1.93 1.15 1.31 -0.4257
N -1.61528 2.33715 3.25158 -3.99 2.00 1.38 -0.3434
N -0.48007 -1.86728 4.34941 1.14 -0.97 0.77 -0.4396
C 5.78106 -1.99600 -1.82832 0.21 -1.90 0.41 0.3228
C 3.40359 -1.56495 -1.65716 -2.64 1.81 0.94 0.2477
C 3.64325 -1.07547 -0.17342 -1.43 1.46 1.73 0.4777
C -3.46007 0.24319 -1.00170 1.52 1.09 0.69 0.2871
C -1.06201 -0.01018 -3.83205 1.50 -1.99 -0.69 -0.9472
C 4.80072 -1.35476 0.51231 0.94 -0.48 -1.45 -0.9095
C -4.88533 0.76780 -0.86431 1.26 -0.15 -1.47 -1.3917
C -2.62219 0.78786 -2.20610 -1.11 -1.48 -0.41 -0.5066
C 5.91268 -1.79065 -0.24692 3.45 -1.71 0.03 0.5696
C -1.36830 -1.44069 3.46403 1.18 -0.19 -1.79 0.7649
C 4.42121 -1.96420 -2.36538 5.38 -1.00 -1.11 -0.4326
C -0.46846 1.94496 2.81672 0.19 -2.78 -3.16 0.3859
C 0.90685 2.74640 -1.36554 1.11 -3.12 -1.10 0.4603
H -3.37704 -0.84271 -1.04661 -0.19 -0.08 0.02 0.0228
H 1.59603 -3.84388 1.19514 0.31 0.00 0.17 0.1891
H 2.28512 1.69963 -2.20176 0.47 0.08 -0.41 0.1687
H -3.30873 0.50032 1.01309 0.03 -0.48 0.30 -0.0266
H 4.32395 -2.26818 -3.39715 -0.24 0.05 -0.10 0.4288
H -2.49008 2.17569 2.77330 0.38 0.28 0.28 0.1978
H -1.50680 2.72437 4.17808 -1.47 0.07 -0.23 0.1122
H -2.76589 1.72308 0.19610 0.41 0.34 -0.24 0.1856
H -0.06311 -0.44524 -3.80001 0.46 0.46 0.29 0.2566
H -5.15722 0.65271 0.18494 -0.65 -0.07 -0.40 0.4082
H -2.23047 1.80035 -2.10863 0.03 0.08 0.48 0.2131
H -4.73609 1.81464 -1.12877 -0.74 0.32 0.25 0.3295
H 4.92920 -1.05704 1.54248 -0.10 0.00 0.02 0.3790
H -5.50437 0.29437 -1.62638 -0.57 0.11 0.44 0.3967
H 0.91653 4.73433 -1.53106 -0.53 -0.07 0.37 0.1680
H -2.19684 -0.39908 4.90147 -0.86 0.65 -0.45 0.1738
H -0.45079 3.87506 -0.71986 0.19 0.97 -0.03 0.2426
H -2.14869 -3.12813 -1.24579 -0.32 -0.13 0.08 0.2446
H 1.27977 1.66482 3.59066 0.35 0.52 -0.01 0.2540
H -1.49386 -0.75069 -4.50529 -1.00 0.15 0.02 0.3328
H 2.26475 3.40415 -2.71344 0.26 -0.46 0.19 0.1747
H 0.95919 -3.69646 -0.17036 0.28 -0.16 -0.32 0.2281
H -3.34353 0.79949 -3.02318 0.12 0.03 -0.53 0.4845
H 0.24161 -2.47184 3.98362 0.02 0.16 0.47 0.2369
H -0.98548 0.92866 -4.38052 -0.45 0.53 0.87 0.3783
H -2.82087 -0.20084 3.19365 -0.09 0.23 0.84 0.1679
H -0.80332 -3.68921 -1.65452 0.21 -0.27 -0.22 0.2124
H 0.46056 2.99759 4.34895 -0.12 -0.28 -0.32 0.1662
H -0.55262 -1.60690 5.32256 0.37 -0.40 -0.29 0.1394
```
Positions in Å, forces in eV/Å.

Output
electronic energy: -1673.9972 Eh
HOMO level: -4.995 eV
Kohn-Sham gap: 4.06 eV
E_LUMO: -0.9300 eV

Entry 3:
Computed, not measured: a cluster of 2 separate species, C3H3NS in total, with ωB97M-V/def2-TZVPD.

The geometry in XYZ format:
```
8
Properties=species:S:1:pos:R:3:forces:R:3:nbo_charge:R:1
S -2.25585 0.14679 1.40469 -0.48 -0.29 -0.18 0.1569
N 0.27605 -0.68458 -1.53779 -4.69 -1.38 -2.91 -0.8577
C 1.48253 -0.68536 -1.36524 3.40 0.17 0.85 0.1752
C 0.48891 0.75406 1.57572 2.06 1.41 0.56 -0.1724
C -0.69735 0.48906 1.50520 -0.75 -0.21 -0.19 -0.3361
H 1.35205 1.39751 1.78644 -0.59 -1.00 -0.42 0.2539
H -0.41877 -0.20868 -0.96565 -0.21 0.14 0.34 0.4072
H -0.22757 -1.20879 -2.40337 1.27 1.16 1.95 0.3731
```
Positions in Å, forces in eV/Å.

Output
electronic energy: -568.8150 Eh
HOMO level (alpha / beta): -9.191 / -7.652 eV
energy above the lowest of the compared OMol25 structures with the same formula, charge and spin: 127.1 kcal per mole
Kohn-Sham gap (alpha / beta): 9.47 / 4.91 eV
E_LUMO (alpha / beta): 0.2772 / -2.7393 eV